Density functional theory data (the ωB97M-V functional and the def2-TZVPD basis) for a molecular structure, C4H4HgO5 in a non-equilibrium geometry.

```
14
Properties=species:S:1:pos:R:3:forces:R:3
O -0.86971 -0.67200 -1.78576 -2.5 0.0 0.0
C -1.38613 0.46586 -1.62987 -2.0 0.8 -0.9
O -2.12895 1.06100 -2.41375 0.9 -0.3 0.4
O -1.20199 1.09881 -0.42441 0.2 0.5 0.7
O 1.41968 -0.13948 0.22217 0.4 0.8 1.3
C 2.05715 -1.34843 0.68050 0.4 0.0 1.2
O 2.34684 -2.00900 -0.32390 2.0 -1.2 2.6
C 0.58715 0.54539 1.12985 -0.1 0.1 0.6
C -0.87563 0.38068 0.75570 0.2 -0.1 -0.2
Hg 1.05571 -1.25428 -1.68464 0.5 -0.5 -5.4
H 0.85925 1.61121 1.12882 -0.1 -0.2 -0.1
H 0.74410 0.14162 2.14315 0.0 0.0 -0.2
H -1.49692 0.80628 1.55569 0.1 -0.1 -0.1
H -1.11056 -0.68766 0.64644 0.0 0.2 0.0
```
Positions in Å, forces in eV/Å.

Properties
molar mass: 332.66 g/mol
net charge: -1
LUMO level (alpha / beta): 3.78 / 3.44 eV
frontier orbital gap (alpha / beta): 6.070 / 8.488 eV
energy relative to the best compared isomer or geometry (same formula, charge and spin): 2.2648 eV
multiplicity: 2